Record 1
Here is a cluster of 7 separate species, C17H41N7O7 in total at a distorted geometry from the OMol25 dataset. Energies are from the ωB97M-V functional and the def2-TZVPD basis.

```
72
Properties=species:S:1:pos:R:3:forces:R:3
C -3.4619 -0.6831 2.3976 -0.01 0.34 -0.07
N -3.8455 -1.0785 3.7422 0.21 0.09 -0.23
C -5.0600 -0.8170 4.2781 -0.16 -0.24 0.19
C -5.2702 -1.3350 5.6825 -0.26 -0.29 0.44
O -5.9563 -0.2687 3.6679 -0.10 0.19 -0.23
H -2.9650 0.2903 2.4008 0.19 -0.10 -0.05
H -4.3371 -0.5690 1.7650 -0.15 -0.20 0.14
H -2.8196 -1.4470 1.9656 0.08 0.10 -0.10
H -3.0932 -1.3700 4.3403 -0.19 -0.17 0.18
H -6.3344 -1.4640 5.8701 -0.05 0.11 -0.23
H -4.9215 -0.6412 6.4494 0.24 0.01 -0.14
H -4.8140 -2.3163 5.8280 0.22 0.15 0.04
C -0.0148 0.1377 4.2919 0.33 -0.92 0.31
N 0.5900 1.3695 3.8592 -0.19 0.34 -0.01
C 0.0531 2.2222 2.9419 0.75 -0.83 -0.55
C 0.9425 3.3984 2.6278 0.61 1.21 0.45
O -0.9761 1.9886 2.3429 -0.29 0.30 0.16
H -0.4247 0.1752 5.3042 -0.16 0.33 -0.08
H 0.7553 -0.6380 4.3275 0.02 0.04 -0.08
H -0.7738 -0.2335 3.6086 -0.08 0.41 -0.16
H 1.5209 1.5742 4.1715 -0.03 0.00 0.16
H 0.3873 4.3300 2.7507 -0.21 -0.11 -0.19
H 1.3925 3.4171 1.6362 -0.51 -0.42 -0.23
H 1.8083 3.5260 3.2873 -0.20 -0.36 0.24
C 4.6848 1.4537 -0.0331 0.07 0.26 -0.10
N 3.9826 1.6634 -1.2903 0.10 -0.21 0.39
C 3.4741 0.6394 -2.0228 -0.27 0.31 -0.18
C 2.9135 0.9941 -3.3807 -0.42 0.12 0.29
O 3.4537 -0.5033 -1.6014 0.25 -0.14 0.06
H 4.3612 2.2148 0.6761 0.09 -0.06 0.11
H 5.7618 1.5378 -0.1913 0.00 0.07 0.09
H 4.4934 0.4687 0.3778 -0.26 -0.06 -0.14
H 3.8069 2.6170 -1.5467 0.08 -0.07 -0.38
H 3.0125 2.0525 -3.6176 0.18 -0.04 -0.12
H 1.8465 0.7601 -3.3908 0.02 -0.08 0.00
H 3.3747 0.3630 -4.1356 0.13 0.08 -0.02
C 0.1618 2.9894 -1.0313 0.29 0.79 0.45
C -0.0426 3.4544 -2.4380 0.40 -0.53 0.17
N 0.7975 4.4206 -2.9023 -0.17 0.02 -0.10
O -0.9245 2.9774 -3.1196 -0.38 0.30 -0.56
H 1.2039 3.0566 -0.7055 0.06 -0.30 -0.18
H -0.2613 2.0028 -0.8887 0.03 -0.07 0.05
H -0.3478 3.7205 -0.3957 -0.24 -0.24 0.07
H 1.6196 4.7038 -2.4057 -0.11 0.13 0.14
H 0.5791 4.8590 -3.7805 0.10 -0.10 -0.08
C 0.2639 -1.1336 0.6694 -0.52 -0.06 0.24
C -0.5824 -1.0305 -0.5806 0.95 0.10 -1.27
N 0.0303 -0.5389 -1.6988 0.66 0.39 2.85
O -1.7332 -1.4225 -0.6106 -0.53 -0.07 0.31
H 0.0157 -2.1130 1.0765 0.15 0.03 0.19
H -0.0784 -0.3604 1.3618 0.09 -0.03 0.07
H 1.3404 -1.0659 0.5230 -0.02 0.09 -0.18
H -0.4180 -0.6065 -2.6105 0.19 0.25 0.09
H 0.9457 -0.1470 -1.5883 0.23 -0.28 0.00
C 2.8024 -5.7686 -1.4442 0.03 0.67 0.10
C 2.2429 -4.3709 -1.2088 -0.26 0.09 0.27
N 3.1415 -3.3548 -1.2301 0.66 -0.18 -0.03
O 1.0600 -4.1929 -0.9901 -0.01 0.01 0.00
H 3.8344 -5.8296 -1.0996 0.03 -0.16 -0.11
H 2.7478 -5.9738 -2.5126 0.04 -0.18 0.02
H 2.1775 -6.4591 -0.8889 -0.01 -0.14 -0.10
H 2.9165 -2.3800 -1.1183 -0.47 -0.05 -0.15
H 4.1044 -3.5278 -1.4562 -0.03 -0.15 -0.01
C -3.2295 -1.5762 -4.4298 0.16 0.19 0.05
C -2.1795 -0.5852 -3.9584 -0.94 -0.04 0.46
N -2.6403 0.6538 -3.6549 0.03 -0.56 -0.33
O -1.0154 -0.9284 -3.7927 -0.72 -0.24 -2.60
H -3.9474 -1.1043 -5.1001 -0.06 -0.01 0.10
H -3.7427 -1.9763 -3.5530 -0.03 0.06 0.00
H -2.7553 -2.4078 -4.9409 0.14 0.02 0.02
H -2.0198 1.4162 -3.4354 0.30 0.04 0.36
H -3.6145 0.7705 -3.4415 -0.06 0.04 -0.25
```
Positions in Å, forces in eV/Å.

As for the LUMO energy: -0.05 eV. Its SMILES is CNC(C)=O.CNC(C)=O.CNC(C)=O.CC(N)=O.CC(N)=O.CC(N)=O.CC(N)=O. The value obtained for the gap between HOMO and LUMO is 0.311 Eh. The maximum force is 2.9 eV/A. The total energy is -43060.7237 eV.

=====

Record 2
Here is a structure of composition C19H20N8O3PRh at a distorted geometry from the OMol25 dataset. Energies are from the ωB97M-V functional and the def2-TZVPD basis.

```
52
Properties=species:S:1:pos:R:3:forces:R:3
Rh -0.3002 0.4679 -0.1925 2.20 -0.37 1.21
N 2.1370 1.1991 -3.7384 -0.09 0.09 -0.01
C 1.2631 1.3776 -2.7639 0.09 0.19 -0.18
N 0.9755 0.4552 -1.8791 -0.02 0.01 0.48
C 1.5775 -0.8115 -1.9785 -0.72 -0.15 0.65
N 1.2209 -1.7551 -1.1431 1.16 -0.26 -0.89
N 0.3190 -1.3616 -0.2442 -0.98 -0.94 1.24
C -0.2448 -2.2085 0.5682 1.05 0.14 -1.26
C -1.2379 -1.6711 1.4413 -1.10 0.33 1.06
C -1.9084 -2.4218 2.4052 0.49 0.02 -0.60
C -2.8188 -1.7964 3.2373 -0.23 0.33 0.12
C -3.0602 -0.4382 3.0802 0.00 -0.35 0.02
C -2.3757 0.2568 2.0953 -0.21 0.20 0.05
N -1.5015 -0.3409 1.2965 0.50 0.13 -0.27
C 2.5393 -1.0530 -3.0180 0.13 0.37 -0.36
C 3.1794 -2.2837 -3.1884 0.04 -0.04 -0.02
C 4.0907 -2.4432 -4.2092 -0.04 -0.11 0.08
C 4.3929 -1.3797 -5.0612 -0.06 0.10 0.01
C 3.7652 -0.1566 -4.9170 0.06 0.02 -0.11
C 2.8294 0.0004 -3.9061 0.01 -0.51 0.26
H 2.2826 1.9360 -4.4157 -0.03 0.08 0.06
H 0.7658 2.3377 -2.7070 -0.02 -0.01 0.05
H 0.0459 -3.2504 0.5360 -0.09 -0.08 0.04
H -1.7081 -3.4829 2.4699 -0.01 0.00 0.10
H -3.3379 -2.3581 4.0022 -0.02 -0.02 -0.03
H -3.7825 0.0768 3.6968 0.04 0.03 0.02
H -2.5375 1.3166 1.9498 0.09 -0.01 -0.13
H 2.9408 -3.0943 -2.5146 0.01 -0.01 -0.02
H 4.5692 -3.4015 -4.3551 0.04 0.02 0.02
H 5.1235 -1.5127 -5.8472 -0.02 0.00 -0.02
H 3.9967 0.6634 -5.5856 -0.02 0.00 0.00
N -1.0989 2.1825 -0.4573 -0.91 1.12 -0.28
C -1.5390 3.1603 -0.9797 0.28 0.01 -0.21
N -1.9632 4.2155 -1.4114 -0.16 0.08 0.78
C -2.3984 4.9061 -2.4272 0.10 -0.02 -0.64
N -2.7439 5.5360 -3.3311 -0.01 -0.06 0.19
C 3.3817 2.4687 1.3127 0.23 0.36 -0.20
O 2.7060 1.3537 1.9351 -0.74 -0.42 -0.89
P 1.1881 0.9495 1.7201 -1.42 -0.07 0.38
O 0.2780 2.0907 2.3056 0.40 -0.28 -0.39
C 0.5497 2.7326 3.5809 0.05 0.13 0.35
O 1.0699 -0.2361 2.7629 0.03 0.24 -0.59
C 2.0661 -1.2699 2.9465 0.23 -0.17 0.06
H 4.1295 2.8057 2.0253 -0.05 -0.04 0.02
H 2.6962 3.2867 1.0915 -0.08 -0.07 0.06
H 3.8809 2.1404 0.4035 -0.06 -0.09 0.03
H -0.0052 3.6647 3.5734 -0.01 -0.02 -0.05
H 1.6117 2.9349 3.7007 0.01 0.00 -0.08
H 0.2096 2.0970 4.3957 -0.04 -0.06 -0.09
H 1.6887 -1.9138 3.7345 -0.03 0.04 0.00
H 3.0139 -0.8312 3.2474 -0.04 0.04 0.01
H 2.2021 -1.8475 2.0312 -0.05 0.06 -0.01
```
Positions in Å, forces in eV/Å.

Its energy relative to the best compared isomer or geometry (same formula, charge and spin) is 59.7 kJ/mol. As for the charge: +2. As for the LUMO energy (alpha / beta): -8.25 / -8.25 eV. The value obtained for the gap between HOMO and LUMO (alpha / beta) is 0.207 / 0.207 Eh. The maximum force is 2.5 eV/A. The total energy is -50373.4319 eV.

=====

Record 3
Here is a structure of composition C6H20N3SZn at a distorted geometry from the OMol25 dataset. Energies are from the ωB97M-V functional and the def2-TZVPD basis.

```
31
Properties=species:S:1:pos:R:3:forces:R:3
C 0.1352 0.3269 -4.8970 -1.14 0.87 0.14
Zn 0.0048 -0.7243 -3.3217 1.36 -0.44 0.34
N -1.2864 -2.0319 -1.1176 -1.28 -0.16 0.53
H 0.9712 -1.8510 -2.8325 0.25 -1.24 0.32
H -0.3336 -2.1812 -0.9495 2.10 -0.88 1.09
H -1.1302 -1.3966 -1.9185 -1.02 1.28 -1.00
H -0.6601 -0.1801 -5.4515 0.14 0.61 -0.66
H 1.0547 0.5380 -5.4216 0.07 -0.08 -0.15
H -0.2673 1.1933 -4.3257 0.14 0.16 -1.15
H -1.8105 -1.5942 -0.3559 -0.10 0.13 0.22
H -1.7421 -2.8483 -1.5037 -0.28 -0.55 -0.01
C 0.5496 2.6640 2.0989 0.28 0.30 0.15
C -0.6470 1.7626 1.9152 -0.55 -0.75 -0.97
N -0.6554 0.9624 0.6314 -0.85 1.06 0.67
C 0.5215 0.5116 0.0853 -0.16 1.04 -1.41
S 0.8992 0.8445 -1.5509 -0.27 0.38 0.49
N 1.3592 -0.2125 0.8533 0.81 -1.58 1.48
C 1.0315 -0.7792 2.1913 0.95 0.48 -1.19
C -0.2909 -1.5157 2.2485 -0.33 -0.28 0.29
H 1.4881 2.1058 2.1944 -0.18 0.09 -0.16
H 0.4137 3.2402 3.0196 0.04 0.00 -0.02
H 0.6410 3.3761 1.2719 0.05 -0.20 0.06
H -0.7549 1.0502 2.7370 0.05 0.23 0.09
H -1.5690 2.3566 1.8881 0.10 -0.10 0.05
H -1.2121 1.4298 -0.0878 0.42 -0.28 0.32
H 2.2235 -0.4814 0.3894 -0.52 0.01 0.31
H 1.8542 -1.4660 2.4283 -0.16 0.16 0.00
H 1.0831 0.0339 2.9253 -0.19 -0.17 0.13
H -0.2311 -2.4682 1.7065 -0.07 0.25 -0.02
H -0.5205 -1.7554 3.2924 0.00 -0.03 0.02
H -1.1196 -0.9099 1.8571 0.32 -0.29 0.05
```
Positions in Å, forces in eV/Å.

Its energy relative to the best compared isomer or geometry (same formula, charge and spin) is 53.9 kJ/mol. As for the charge: -1. As for the LUMO energy (alpha / beta): 2.95 / 2.81 eV. The value obtained for the gap between HOMO and LUMO (alpha / beta) is 0.136 / 0.119 Eh. The maximum force is 2.5 eV/A. The total energy is -70264.9937 eV.

=====

Record 4
Here is a structure of composition C8H24CuO8 at a distorted geometry from the OMol25 dataset. Energies are from the ωB97M-V functional and the def2-TZVPD basis.

```
41
Properties=species:S:1:pos:R:3:forces:R:3
Cu 0.3196 0.5956 0.9108 -0.11 -0.16 -0.09
C -0.3187 3.4508 0.0780 0.11 0.52 -0.13
C -1.5565 2.9706 0.8420 -0.15 1.35 -1.45
O -1.3085 2.0990 1.9157 0.70 -0.40 -0.07
O 0.1921 2.4610 -0.8107 -0.33 -1.09 0.61
H 0.4252 3.8435 0.7712 0.30 -0.50 0.35
H -0.5271 4.3299 -0.5319 -0.78 0.08 0.10
H -2.2821 2.5256 0.1610 0.18 -0.21 -0.33
H -2.0429 3.8828 1.1875 0.06 0.18 0.31
H -2.1913 1.8347 2.1846 0.08 -0.39 0.45
H 0.9658 2.7471 -1.3017 0.01 0.33 0.18
C -3.2848 0.0964 -1.9670 -0.73 1.05 -0.72
C -1.8366 -0.2128 -1.6674 -1.14 -0.17 -0.32
O -1.6213 -0.2229 -0.2463 0.60 -0.06 -0.30
O -4.2315 -0.9696 -1.9777 0.79 0.03 -0.14
H -3.3081 0.5811 -2.9431 -0.16 -0.55 -0.41
H -3.6828 0.9086 -1.3587 0.26 0.05 0.66
H -1.2122 0.5162 -2.1838 0.18 0.17 0.74
H -1.6533 -1.1694 -2.1566 0.38 -0.38 0.32
H -2.3086 -0.7777 0.1298 -0.04 -0.02 0.16
H -4.1800 -1.4564 -1.1519 -0.16 -0.05 0.11
C 3.2124 0.8512 -0.3647 -1.04 0.76 -1.20
C 2.6777 -0.4571 -0.9489 1.80 0.19 0.93
O 1.2678 -0.5368 -0.9464 0.31 0.45 -0.39
O 2.5626 1.1016 0.8579 -0.15 -0.11 0.98
H 2.9393 1.6877 -1.0079 -0.10 0.02 -0.43
H 4.2941 0.9557 -0.2805 0.04 -0.79 0.03
H 3.0597 -1.2189 -0.2693 0.16 -0.41 -0.14
H 3.1242 -0.6002 -1.9329 -0.17 -0.04 -0.15
H 1.1066 -1.3339 -1.4565 -0.64 -0.08 0.02
H 3.2214 1.3462 1.5119 -0.21 0.01 0.28
C 1.3238 -2.4752 1.9503 1.86 0.80 -0.40
C 1.1210 -3.6179 0.9780 -1.50 1.14 0.19
O 0.0098 -4.3531 1.4432 -0.07 -0.97 -0.19
O 0.3158 -1.4085 2.0136 0.74 -1.07 -0.37
H 2.2313 -2.0010 1.5766 0.00 0.58 0.16
H 1.6154 -2.8387 2.9357 -0.68 -0.02 0.19
H 1.9930 -4.2498 0.8090 -0.03 -0.11 0.76
H 0.9373 -3.1868 -0.0061 -0.29 0.07 -0.30
H -0.8111 -3.8941 1.2508 0.04 -0.07 -0.20
H -0.5587 -1.8043 2.0022 -0.09 -0.13 0.23
```
Positions in Å, forces in eV/Å.

Its energy relative to the best compared isomer or geometry (same formula, charge and spin) is 83.6 kJ/mol. As for the charge: +1. As for the LUMO energy: -2.91 eV. The value obtained for the gap between HOMO and LUMO is 0.327 Eh. The maximum force is 2.1 eV/A. The total energy is -69696.4695 eV.

=====

Question: Which value of total energy does entry 2 give?
Answer: -50373.4319 eV